Record 1
Entry from OMol25: a molecular structure, C16H42NO14S5V (the ωB97M-V functional and the def2-TZVPD basis).

**Charge**: +1
**Multiplicity**: 4
**Energy relative to the best compared isomer or geometry (same formula, charge and spin)**: 1.014 eV
**E_LUMO (alpha / beta)**: -1.927 / -2.117 eV
**E_HOMO (alpha / beta)**: -10.5 / -10.9 eV

Atoms and positions in Å:
V -2.503 1.502 0.567
N -0.013 0.171 0.297
O 1.108 -0.321 0.256
O -0.850 0.005 -0.616
O -0.335 1.053 1.159
C -3.394 -0.947 -3.114
S -3.709 0.829 -2.833
O -3.287 1.083 -1.391
C -2.428 1.592 -3.819
H -4.121 -1.421 -2.455
H -2.370 -1.260 -2.952
H -3.734 -1.182 -4.125
H -1.574 1.769 -3.170
H -2.833 2.526 -4.204
H -2.144 0.933 -4.642
C -0.166 4.485 -2.587
S -0.420 4.003 -0.857
O -1.433 2.878 -0.753
C 1.221 3.218 -0.607
H 0.283 3.687 -3.181
H 0.588 5.275 -2.564
H -1.078 4.885 -3.019
H 1.302 2.878 0.423
H 2.020 3.907 -0.877
H 1.319 2.336 -1.245
C 0.660 -2.759 -3.826
S 0.812 -1.228 -4.824
O -0.447 -1.144 -5.652
C 0.632 -0.176 -3.369
H 0.514 -3.639 -4.446
H -0.277 -2.616 -3.291
H 1.540 -2.817 -3.195
H 0.648 0.850 -3.744
H 1.471 -0.373 -2.705
H -0.329 -0.298 -2.877
C -0.619 1.536 4.420
S -2.132 2.391 3.952
O -2.643 1.531 2.805
C -3.142 1.916 5.393
H -0.627 0.478 4.177
H -0.474 1.695 5.491
H 0.241 2.019 3.959
H -4.119 2.386 5.327
H -2.635 2.186 6.318
H -3.220 0.828 5.370
C -1.840 -2.060 2.623
S -3.242 -1.886 1.476
O -3.115 -0.479 0.963
C -2.575 -3.009 0.199
H -1.804 -3.088 2.974
H -1.941 -1.286 3.379
H -0.924 -1.807 2.081
H -3.208 -3.113 -0.677
H -2.532 -3.952 0.751
H -1.572 -2.731 -0.126
C 1.880 -3.777 0.880
O 1.986 -4.951 0.102
C 1.214 -5.014 -0.989
O 0.308 -4.293 -1.264
O 1.632 -6.092 -1.643
C 0.872 -6.493 -2.768
H 1.819 -2.910 0.211
H 2.868 -3.605 1.321
H 1.149 -3.734 1.684
H 0.599 -5.658 -3.419
H 0.017 -7.088 -2.466
H 1.533 -7.039 -3.442
C 4.807 5.316 2.654
O 4.318 4.130 2.081
C 4.336 3.028 2.843
O 5.057 2.888 3.797
O 3.486 2.153 2.346
C 3.237 0.984 3.106
H 4.129 5.709 3.414
H 4.997 6.047 1.873
H 5.760 5.246 3.186
H 3.290 1.131 4.184
H 3.904 0.142 2.904
H 2.249 0.643 2.793

Record 2
Entry from OMol25: a molecular structure, C8H13N (the ωB97M-V functional and the def2-TZVPD basis).

**Energy relative to the best compared isomer or geometry (same formula, charge and spin)**: 8.906 eV
**E_LUMO**: 1.017 eV
**E_HOMO**: -8.3 eV

Atoms and positions in Å:
C 0.305 2.302 1.836
C 0.131 0.918 1.203
C 1.232 0.766 0.113
C 1.345 -0.802 -0.205
C 0.009 -1.725 -0.112
C -0.424 -2.042 -1.462
C -1.328 -1.124 -0.417
C -0.255 1.211 -0.120
H -0.805 2.984 1.455
H 1.185 2.793 0.987
H 0.493 2.137 3.119
H -0.427 0.161 1.753
H 2.104 1.294 0.129
H 2.219 -1.075 -1.037
H 1.963 -1.128 0.801
H 0.330 -2.458 0.827
H -0.580 -3.160 -1.593
H 0.104 -1.761 -2.296
H -2.342 -1.466 0.050
H -1.104 0.637 -2.029
H -0.339 2.039 -0.585
N -1.270 0.283 -0.943

Please write out number 1 again, unchanged.
Entry from OMol25: a molecular structure, C16H42NO14S5V (the ωB97M-V functional and the def2-TZVPD basis).

**Charge**: +1
**Multiplicity**: 4
**Energy relative to the best compared isomer or geometry (same formula, charge and spin)**: 1.014 eV
**E_LUMO (alpha / beta)**: -1.927 / -2.117 eV
**E_HOMO (alpha / beta)**: -10.5 / -10.9 eV

Atoms and positions in Å:
V -2.503 1.502 0.567
N -0.013 0.171 0.297
O 1.108 -0.321 0.256
O -0.850 0.005 -0.616
O -0.335 1.053 1.159
C -3.394 -0.947 -3.114
S -3.709 0.829 -2.833
O -3.287 1.083 -1.391
C -2.428 1.592 -3.819
H -4.121 -1.421 -2.455
H -2.370 -1.260 -2.952
H -3.734 -1.182 -4.125
H -1.574 1.769 -3.170
H -2.833 2.526 -4.204
H -2.144 0.933 -4.642
C -0.166 4.485 -2.587
S -0.420 4.003 -0.857
O -1.433 2.878 -0.753
C 1.221 3.218 -0.607
H 0.283 3.687 -3.181
H 0.588 5.275 -2.564
H -1.078 4.885 -3.019
H 1.302 2.878 0.423
H 2.020 3.907 -0.877
H 1.319 2.336 -1.245
C 0.660 -2.759 -3.826
S 0.812 -1.228 -4.824
O -0.447 -1.144 -5.652
C 0.632 -0.176 -3.369
H 0.514 -3.639 -4.446
H -0.277 -2.616 -3.291
H 1.540 -2.817 -3.195
H 0.648 0.850 -3.744
H 1.471 -0.373 -2.705
H -0.329 -0.298 -2.877
C -0.619 1.536 4.420
S -2.132 2.391 3.952
O -2.643 1.531 2.805
C -3.142 1.916 5.393
H -0.627 0.478 4.177
H -0.474 1.695 5.491
H 0.241 2.019 3.959
H -4.119 2.386 5.327
H -2.635 2.186 6.318
H -3.220 0.828 5.370
C -1.840 -2.060 2.623
S -3.242 -1.886 1.476
O -3.115 -0.479 0.963
C -2.575 -3.009 0.199
H -1.804 -3.088 2.974
H -1.941 -1.286 3.379
H -0.924 -1.807 2.081
H -3.208 -3.113 -0.677
H -2.532 -3.952 0.751
H -1.572 -2.731 -0.126
C 1.880 -3.777 0.880
O 1.986 -4.951 0.102
C 1.214 -5.014 -0.989
O 0.308 -4.293 -1.264
O 1.632 -6.092 -1.643
C 0.872 -6.493 -2.768
H 1.819 -2.910 0.211
H 2.868 -3.605 1.321
H 1.149 -3.734 1.684
H 0.599 -5.658 -3.419
H 0.017 -7.088 -2.466
H 1.533 -7.039 -3.442
C 4.807 5.316 2.654
O 4.318 4.130 2.081
C 4.336 3.028 2.843
O 5.057 2.888 3.797
O 3.486 2.153 2.346
C 3.237 0.984 3.106
H 4.129 5.709 3.414
H 4.997 6.047 1.873
H 5.760 5.246 3.186
H 3.290 1.131 4.184
H 3.904 0.142 2.904
H 2.249 0.643 2.793

Q: Which value of energy relative to the best compared isomer or geometry (same formula, charge and spin) does entry 2 give?
A: 8.906 eV

Q: The highest energy relative to the best compared isomer or geometry (same formula, charge and spin) belongs to which entry?
A: C8H13N